The following is a quantum chemistry calculation of one molecule with the formula C20H21Cl2N3O4, from the Open Molecules 2025 dataset.

Cartesian coordinates (Å):
1 C -4.800 1.496 -3.997
2 O -3.660 2.315 -4.106
3 C -2.495 1.869 -3.568
4 C -2.339 0.651 -2.913
5 C -1.109 0.280 -2.394
6 N -0.887 -0.938 -1.749
7 C -1.782 -1.869 -1.357
8 O -2.983 -1.820 -1.504
9 C -1.084 -3.058 -0.671
10 C -0.317 -2.571 0.518
11 C -1.012 -2.569 1.852
12 N 0.856 -2.141 0.282
13 N 1.640 -1.642 1.262
14 C 2.837 -1.050 0.986
15 O 3.316 -0.958 -0.116
16 C 3.526 -0.525 2.248
17 C 2.558 0.040 3.245
18 C 2.361 -0.559 4.484
19 C 1.438 -0.049 5.382
20 C 0.699 1.070 5.035
21 Cl -0.461 1.708 6.148
22 C 0.880 1.683 3.804
23 C 1.807 1.167 2.919
24 C 0.004 1.133 -2.516
25 O 1.157 0.678 -1.947
26 C 2.348 1.404 -2.137
27 C -0.146 2.342 -3.175
28 C -1.381 2.699 -3.693
29 Cl -1.548 4.208 -4.511
30 H -4.657 0.540 -4.509
31 H -5.064 1.311 -2.952
32 H -5.603 2.049 -4.482
33 H -3.165 -0.027 -2.792
34 H 0.086 -1.092 -1.493
35 H -1.845 -3.782 -0.384
36 H -0.403 -3.503 -1.396
37 H -0.639 -3.382 2.477
38 H -2.080 -2.704 1.713
39 H -0.848 -1.628 2.379
40 H 1.309 -1.638 2.226
41 H 4.242 0.234 1.927
42 H 4.090 -1.352 2.686
43 H 2.936 -1.431 4.756
44 H 1.294 -0.517 6.343
45 H 0.301 2.555 3.546
46 H 1.949 1.638 1.958
47 H 3.118 0.803 -1.655
48 H 2.295 2.391 -1.665
49 H 2.580 1.521 -3.199
50 H 0.681 3.021 -3.296

LUMO	0.437	eV
SMILES string	COc1cc(NC(=O)C/C(C)=N/NC(=O)Cc2ccc(Cl)cc2)c(OC)cc1Cl
orbital gap	8.065	eV
HOMO level	-7.63	eV

***

The following is a quantum chemistry calculation of C20H21ClN7O3OsS2SeSi as an isolated structure, from the Open Molecules 2025 dataset.

Cartesian coordinates (Å):
1 Os -0.582 -0.088 0.131
2 S -1.514 1.618 -0.785
3 C -1.048 1.555 -2.485
4 C -1.270 2.659 -3.345
5 C -0.999 2.620 -4.690
6 C -1.015 3.781 -5.563
7 N -0.949 4.741 -6.229
8 C -0.676 1.344 -5.220
9 C -0.633 0.199 -4.427
10 C -0.670 0.260 -3.030
11 S -0.257 -1.085 -1.984
12 C -0.276 1.193 -6.547
13 N 0.167 1.033 -7.620
14 H -1.403 3.606 -2.811
15 H -0.429 -0.784 -4.903
16 N -4.720 -3.431 0.179
17 N -3.972 -2.419 0.656
18 N -4.269 -1.490 1.580
19 C -3.262 -0.627 1.428
20 N -2.300 -1.117 0.654
21 N -2.757 -2.213 0.087
22 H -5.500 -3.694 0.740
23 H -4.168 -4.169 -0.215
24 H -3.157 0.278 2.002
25 Cl 4.985 -6.399 1.944
26 C 3.675 -5.332 1.938
27 C 3.259 -4.770 0.723
28 C 2.205 -3.839 0.668
29 C 1.623 -3.447 1.859
30 C 1.995 -4.031 3.090
31 C 3.073 -4.902 3.159
32 C 0.580 -2.389 1.949
33 O -0.012 -2.085 2.992
34 O 0.380 -1.866 0.750
35 H 3.705 -5.157 -0.182
36 H 1.966 -3.392 -0.294
37 H 1.550 -3.763 4.040
38 H 3.525 -5.228 4.062
39 C 0.320 4.052 0.198
40 Si 0.003 3.479 1.904
41 C 1.550 3.418 2.970
42 C -1.556 4.366 2.487
43 Se -0.556 1.210 2.280
44 H 1.070 4.835 0.239
45 H -0.516 4.493 -0.317
46 H 0.779 3.205 -0.377
47 H 2.180 4.288 2.794
48 H 2.020 2.459 2.768
49 H 1.274 3.451 4.014
50 H -1.399 5.437 2.319
51 H -1.888 4.054 3.497
52 H -2.344 4.034 1.817
53 C 2.476 -0.038 -0.160
54 O 1.260 0.675 -0.232
55 H 3.110 0.342 0.686
56 H 3.023 0.207 -1.117
57 H 2.349 -1.137 -0.070

net charge	-1
LUMO (alpha / beta)	1.888 / -0.046	eV
multiplicity	5
orbital gap (alpha / beta)	3.708 / 4.987	eV
HOMO level (alpha / beta)	-1.82 / -5.03	eV

***

The following is a quantum chemistry calculation of C20H21ClO2PSc as an isolated structure, from the Open Molecules 2025 dataset.

Cartesian coordinates (Å):
1 Sc 1.050 0.521 0.692
2 Cl 2.445 2.114 1.562
3 C -0.862 0.722 1.180
4 O -2.016 0.641 1.402
5 P -0.588 1.702 -1.480
6 C -2.118 1.236 -2.441
7 C -1.147 3.298 -0.775
8 C 0.568 2.279 -2.794
9 C -0.199 4.304 -0.505
10 C -0.595 5.476 0.140
11 C -1.932 5.631 0.555
12 C -2.875 4.611 0.300
13 C -2.484 3.463 -0.378
14 H 0.847 4.167 -0.780
15 H 0.134 6.262 0.346
16 H -2.248 6.530 1.074
17 H -3.910 4.703 0.644
18 H -3.215 2.684 -0.598
19 C -3.047 0.335 -1.889
20 C -4.141 -0.116 -2.645
21 C -4.416 0.463 -3.893
22 C -3.563 1.453 -4.400
23 C -2.402 1.803 -3.695
24 H -2.889 -0.042 -0.879
25 H -4.771 -0.927 -2.280
26 H -5.285 0.157 -4.488
27 H -3.759 1.952 -5.357
28 H -1.712 2.533 -4.118
29 C 0.443 3.513 -3.466
30 C 1.393 3.897 -4.416
31 C 2.484 3.071 -4.700
32 C 2.621 1.834 -4.033
33 C 1.648 1.436 -3.109
34 H -0.387 4.182 -3.245
35 H 1.250 4.864 -4.914
36 H 3.223 3.385 -5.437
37 H 3.485 1.200 -4.233
38 H 1.745 0.463 -2.608
39 H -1.892 -2.480 -1.144
40 H -2.097 -2.437 -1.829
41 C 0.050 -2.472 1.304
42 O 1.130 -1.496 1.274
43 H -0.825 -1.949 1.685
44 H 0.352 -3.297 1.970
45 H -0.092 -2.856 0.295
46 H 2.014 -1.858 1.484

net charge	+2
LUMO	-9.329	eV
orbital gap	5.422	eV
HOMO level	-14.75	eV

***

The following is a quantum chemistry calculation of C20H21F5N2O11P2RhS2 as an isolated structure, from the Open Molecules 2025 dataset.

Cartesian coordinates (Å):
1 Rh 0.172 0.726 -0.994
2 C -0.940 -3.773 -0.181
3 C -0.036 -3.181 -1.246
4 O 0.452 -4.257 -2.099
5 P -0.849 -1.929 -2.275
6 O -0.201 -1.976 -3.753
7 O -2.325 -2.480 -2.640
8 O -0.959 -0.517 -1.803
9 P 1.458 -2.356 -0.490
10 O 2.525 -2.594 -1.694
11 O 2.022 -3.132 0.670
12 O 1.217 -0.875 -0.442
13 H -1.799 -4.278 -0.633
14 H -1.310 -2.993 0.492
15 H -0.404 -4.519 0.415
16 H 1.330 -3.913 -2.383
17 H -0.306 -1.110 -4.185
18 H -2.870 -1.760 -3.001
19 H 3.344 -2.171 -1.377
20 O -2.744 -0.391 -0.261
21 C -1.967 0.067 0.640
22 O -0.844 0.612 0.600
23 C -2.621 -0.116 2.036
24 N -4.005 -0.787 1.880
25 C -5.031 0.097 2.461
26 C -4.252 0.956 3.433
27 C -2.942 1.210 2.707
28 H -2.034 -0.783 2.675
29 H -3.981 -1.755 2.206
30 H -4.061 -0.835 0.828
31 H -5.800 -0.517 2.936
32 H -5.460 0.684 1.643
33 H -4.068 0.407 4.365
34 H -4.778 1.882 3.683
35 H -2.150 1.519 3.397
36 H -3.067 2.012 1.969
37 F -2.067 2.704 -0.006
38 C -2.299 2.412 -1.293
39 C -1.437 1.548 -1.961
40 C -1.687 1.252 -3.297
41 F -0.863 0.421 -3.950
42 C -2.779 1.808 -3.957
43 F -3.006 1.513 -5.244
44 C -3.631 2.670 -3.280
45 F -4.684 3.207 -3.912
46 C -3.392 2.973 -1.946
47 F -4.213 3.803 -1.288
48 O 5.527 3.934 2.413
49 S 4.919 2.664 2.763
50 O 4.887 2.199 4.137
51 N 3.467 2.476 2.035
52 C 3.535 1.548 1.126
53 S 2.091 1.225 0.265
54 C 4.847 0.896 0.956
55 C 5.242 -0.109 0.091
56 C 6.573 -0.542 0.149
57 C 7.480 0.031 1.063
58 C 7.070 1.045 1.931
59 C 5.750 1.444 1.843
60 H 4.533 -0.543 -0.609
61 H 6.906 -1.331 -0.521
62 H 8.508 -0.322 1.090
63 H 7.748 1.501 2.642
64 H 0.259 2.399 -0.819

net charge	-1
LUMO (alpha / beta)	1.326 / 1.316	eV
multiplicity	5
orbital gap (alpha / beta)	3.090 / 5.732	eV
HOMO level (alpha / beta)	-1.76 / -4.42	eV

***

The following is a quantum chemistry calculation of C20H21N10O5SW as an isolated structure, from the Open Molecules 2025 dataset.

Cartesian coordinates (Å):
1 W -0.959 -0.333 -0.258
2 N -3.161 -0.858 -0.114
3 C -3.492 -2.286 0.095
4 C -2.248 -3.131 -0.043
5 O -2.306 -4.343 0.049
6 N -1.127 -2.402 -0.248
7 C 0.103 -3.179 -0.334
8 C 1.251 -2.192 -0.340
9 O 2.336 -2.426 -0.812
10 O 0.905 -1.066 0.256
11 H -3.566 -0.290 0.622
12 H -3.588 -0.536 -0.974
13 H -4.233 -2.630 -0.623
14 H -3.909 -2.436 1.090
15 H 0.126 -3.823 -1.214
16 H 0.210 -3.837 0.533
17 N -2.647 2.704 -2.788
18 C -2.953 3.412 -1.645
19 C -2.649 2.593 -0.602
20 N -2.165 1.409 -1.096
21 C -2.163 1.512 -2.412
22 C -1.617 0.392 -3.159
23 N -1.107 -0.608 -2.459
24 C -0.646 -1.533 -3.358
25 C -0.891 -1.079 -4.619
26 N -1.505 0.147 -4.474
27 H -2.725 3.057 -3.727
28 H -3.340 4.414 -1.680
29 H -2.703 2.787 0.455
30 H -0.167 -2.443 -3.042
31 H -0.686 -1.505 -5.584
32 H -1.810 0.736 -5.230
33 N 6.333 1.060 1.840
34 C 5.045 1.238 1.431
35 C 4.231 2.202 2.050
36 C 2.944 2.407 1.615
37 C 2.443 1.636 0.563
38 C 3.237 0.679 -0.068
39 C 4.528 0.490 0.363
40 S 0.828 1.948 0.065
41 O 0.482 1.126 -1.149
42 O 0.613 3.353 -0.055
43 N -0.291 1.266 1.006
44 C -0.322 0.589 2.187
45 N -1.034 -0.529 1.928
46 C -1.237 -1.383 2.926
47 C -0.747 -1.097 4.185
48 C -0.014 0.073 4.335
49 N 0.212 0.931 3.339
50 H 6.644 1.471 2.701
51 H 6.851 0.266 1.509
52 H 4.626 2.793 2.867
53 H 2.325 3.160 2.087
54 H 2.848 0.083 -0.877
55 H 5.146 -0.255 -0.122
56 H -1.769 -2.300 2.700
57 H -0.906 -1.771 5.013
58 H 0.416 0.335 5.295

net charge	+1
LUMO	-3.120	eV
orbital gap	6.654	eV
HOMO level	-9.77	eV

***

The following is a quantum chemistry calculation of C20H21N2O7PRhS4 as an isolated structure, from the Open Molecules 2025 dataset.

Cartesian coordinates (Å):
1 Rh -0.603 1.212 0.052
2 O -5.350 4.348 -2.957
3 C -4.304 3.656 -2.409
4 C -3.026 3.715 -2.950
5 C -2.030 2.978 -2.336
6 N -2.280 2.274 -1.247
7 C -3.504 2.185 -0.751
8 C -4.572 2.867 -1.301
9 C -3.589 1.226 0.405
10 O -4.670 0.954 0.909
11 O -2.454 0.713 0.765
12 C -0.624 2.820 -2.894
13 O -0.312 3.552 -3.844
14 O 0.025 1.911 -2.316
15 H -5.019 4.835 -3.719
16 H -2.784 4.293 -3.835
17 H -5.563 2.770 -0.881
18 S -0.289 3.397 1.057
19 C 1.287 2.911 0.629
20 N 1.328 1.824 -0.082
21 C 2.610 1.418 -0.418
22 C 2.955 0.356 -1.244
23 C 4.299 0.095 -1.446
24 C 5.288 0.885 -0.849
25 C 4.945 1.970 -0.059
26 C 3.595 2.234 0.146
27 S 2.855 3.539 1.041
28 H 2.174 -0.225 -1.713
29 H 4.589 -0.730 -2.085
30 H 6.334 0.661 -1.022
31 H 5.710 2.598 0.382
32 C 2.964 -1.415 2.061
33 C 2.177 -2.650 1.680
34 C 2.450 -3.128 0.269
35 O 0.748 -2.488 1.892
36 P -0.249 -1.325 1.475
37 S 0.040 0.485 2.191
38 S -0.295 -1.011 -0.496
39 O -1.584 -1.879 2.098
40 C -2.346 -3.086 1.864
41 C -2.685 -3.275 0.401
42 C -1.666 -4.288 2.488
43 H 4.029 -1.653 1.994
44 H 2.736 -1.097 3.078
45 H 2.763 -0.579 1.390
46 H 2.422 -3.454 2.375
47 H 2.249 -2.343 -0.459
48 H 1.833 -3.995 0.026
49 H 3.502 -3.415 0.189
50 H -3.267 -2.879 2.406
51 H -1.806 -3.549 -0.186
52 H -3.105 -2.362 -0.019
53 H -3.420 -4.079 0.315
54 H -0.773 -4.575 1.932
55 H -2.362 -5.130 2.489
56 H -1.376 -4.075 3.518

net charge	-1
LUMO	2.448	eV
orbital gap	7.528	eV
HOMO level	-5.08	eV

***

The calculation returns the following max |F| values, one per record and in order: 1.11, 5.57, 11.21, 8.07, 0.57, 2.29 eV Å⁻¹.